Record 1
Entry from OMol25: a molecular structure, C43H39Br2ClF3N8O14PS2 in a non-equilibrium geometry (ωB97M-V with the def2-TZVPD basis set).

Properties
orbital gap = 7.36 eV
energy above the lowest of the compared OMol25 structures with the same formula, charge and spin = 0.000 eV
LUMO energy = -0.05311 Ha
total energy = -10198.5138 Eh

Each line ends with the Löwdin charge.
Atoms and positions in Å:
N1 6.294 0.549 6.695  0.043
C1 6.558 -0.593 5.848  -0.275
C2 5.571 -1.681 5.638  -0.101
C3 4.218 -1.541 6.351  -0.115
C4 3.071 -1.240 5.354  -0.169
C5 2.826 0.272 5.107  -0.784
F1 3.048 1.043 6.211  0.004
Br1 3.902 0.842 3.565  0.826
C6 1.312 0.451 4.733  -0.918
F2 0.992 -0.459 3.781  0.035
F3 0.535 0.161 5.808  0.044
Br2 0.888 2.267 4.179  0.851
C7 5.873 -2.774 4.844  -0.098
C8 4.831 -3.886 4.711  -0.119
C9 4.677 -4.496 3.292  -0.191
C10 3.705 -3.692 2.363  -0.190
S1 4.539 -3.263 0.827  0.601
O1 5.231 -4.403 0.278  -0.285
O2 3.592 -2.789 -0.144  -0.291
O3 5.645 -2.136 1.137  -0.156
C11 7.174 -2.783 4.233  -0.286
N2 7.657 -3.751 3.451  -0.241
S2 9.155 -3.340 2.991  1.025
N3 9.296 -1.897 3.761  -0.233
C12 8.159 -1.712 4.424  -0.330
C13 7.808 -0.598 5.287  -0.278
P1 8.968 0.811 5.679  0.600
O4 10.358 0.440 4.862  -0.370
Cl1 8.127 2.566 4.881  0.142
H1 5.527 1.111 6.333  0.066
H2 6.064 0.164 7.609  0.096
H3 4.042 -2.484 6.902  0.129
H4 4.307 -0.769 7.130  0.103
H5 3.331 -1.664 4.374  0.060
H6 2.139 -1.727 5.697  0.136
H7 5.146 -4.705 5.390  0.137
H8 3.826 -3.587 5.044  0.098
H9 5.619 -4.666 2.755  0.078
H10 4.226 -5.497 3.423  0.121
H11 3.221 -2.829 2.842  0.090
H12 2.891 -4.369 2.049  0.117
H13 6.523 -2.544 1.039  0.086
H14 10.186 0.292 3.917  0.034
C14 -2.988 0.406 -0.259  -0.059
C15 -2.133 0.484 0.832  -0.059
C16 -1.971 1.685 1.505  -0.010
C17 -2.676 2.799 1.077  -0.142
C18 -3.528 2.735 -0.015  0.012
C19 -3.683 1.531 -0.687  -0.048
N4 -2.527 4.070 1.797  -0.338
O5 -1.756 4.109 2.737  0.053
O6 -3.187 5.018 1.414  0.061
H15 -3.115 -0.535 -0.779  0.095
H16 -1.592 -0.394 1.161  0.107
H17 -1.301 1.732 2.350  0.059
H18 -4.073 3.607 -0.350  0.117
H19 -4.348 1.465 -1.546  0.063
C20 3.491 -0.966 -4.154  -0.063
C21 2.616 -0.737 -5.209  -0.067
C22 1.248 -0.840 -5.011  -0.007
C23 0.771 -1.168 -3.752  -0.143
C24 1.633 -1.405 -2.694  0.008
C25 3.000 -1.304 -2.899  -0.055
N5 -0.679 -1.253 -3.533  -0.329
O7 -1.410 -1.057 -4.487  0.078
O8 -1.071 -1.511 -2.410  0.074
H20 4.559 -0.879 -4.310  0.108
H21 3.001 -0.476 -6.186  0.107
H22 0.572 -0.661 -5.835  0.116
H23 1.259 -1.665 -1.714  0.117
H24 3.681 -1.484 -2.079  0.085
C26 -3.283 -0.380 -7.527  -0.067
C27 -3.395 0.936 -7.096  -0.062
C28 -3.893 1.211 -5.833  0.002
C29 -4.270 0.160 -5.013  -0.148
C30 -4.170 -1.156 -5.434  -0.014
C31 -3.674 -1.423 -6.698  -0.066
N6 -4.773 0.445 -3.668  -0.307
O9 -4.869 1.610 -3.327  0.061
O10 -5.064 -0.501 -2.958  0.057
H25 -2.889 -0.593 -8.513  0.108
H26 -3.091 1.747 -7.744  0.109
H27 -3.978 2.237 -5.502  0.121
H28 -4.469 -1.973 -4.792  0.114
H29 -3.588 -2.447 -7.038  0.112
C32 -4.913 -4.482 -2.393  -0.065
C33 -5.361 -5.774 -2.640  -0.068
C34 -6.685 -5.996 -2.984  -0.007
C35 -7.548 -4.917 -3.080  -0.147
C36 -7.117 -3.625 -2.828  0.007
C37 -5.791 -3.409 -2.482  -0.068
N7 -8.947 -5.147 -3.468  -0.355
O11 -9.297 -6.294 -3.663  0.075
O12 -9.670 -4.176 -3.574  0.078
H30 -3.876 -4.310 -2.130  0.108
H31 -4.675 -6.608 -2.569  0.107
H32 -7.028 -7.003 -3.175  0.118
H33 -7.795 -2.786 -2.900  0.122
H34 -5.441 -2.406 -2.286  0.073
C38 -3.491 7.971 0.279  -0.070
C39 -2.780 9.106 -0.087  -0.062
C40 -3.110 9.788 -1.249  -0.007
C41 -4.155 9.325 -2.030  -0.151
C42 -4.867 8.189 -1.680  -0.004
C43 -4.530 7.511 -0.519  -0.062
N8 -4.523 10.058 -3.248  -0.356
O13 -3.866 11.039 -3.538  0.073
O14 -5.465 9.644 -3.895  0.073
H35 -3.235 7.443 1.188  0.091
H36 -1.969 9.462 0.535  0.108
H37 -2.553 10.671 -1.529  0.118
H38 -5.679 7.828 -2.295  0.118
H39 -5.080 6.624 -0.232  0.105

Record 2
Entry from OMol25: a molecular structure, C43H39BrN5O4RuS3 in a non-equilibrium geometry (ωB97M-V with the def2-TZVPD basis set).

Properties
orbital gap (spin up / spin down) = 6.70 / 6.18 eV
spin multiplicity = 2
energy above the lowest of the compared OMol25 structures with the same formula, charge and spin = 2.960 eV
LUMO energy (spin up / spin down) = -0.02798 / -0.04670 Ha
<S²> = 0.7636
total energy = -6100.0804 Eh

Each line ends with the Löwdin spin population.
Atoms and positions in Å:
Ru1 -0.568 0.978 1.324  0.768
O1 -0.425 2.404 6.443  0.000
C1 -1.513 1.571 6.461  0.000
C2 -2.336 1.457 7.574  0.000
C3 -3.394 0.564 7.557  0.000
C4 -3.634 -0.221 6.437  0.000
C5 -2.812 -0.092 5.329  0.001
C6 -1.754 0.806 5.326  -0.001
C7 -0.889 0.970 4.107  0.003
O2 -1.584 0.773 2.971  0.052
N1 0.336 0.041 4.238  -0.009
N2 1.022 -0.365 3.196  -0.006
C8 0.421 -0.962 2.185  -0.001
C9 1.316 -1.618 1.189  0.000
Br1 0.366 -2.547 -0.167  -0.002
C10 2.645 -1.573 1.216  0.001
C11 3.642 -2.185 0.322  0.000
C12 3.512 -3.463 -0.225  0.000
C13 4.494 -3.973 -1.057  0.000
C14 5.619 -3.219 -1.363  0.000
C15 5.769 -1.957 -0.810  0.000
C16 4.794 -1.452 0.037  0.000
H1 -0.438 2.965 7.226  0.000
H2 -2.146 2.068 8.450  0.000
H3 -4.032 0.480 8.427  0.000
H4 -4.460 -0.919 6.426  0.000
H5 -2.998 -0.668 4.431  0.001
H6 -0.422 1.963 4.124  0.000
H7 0.962 0.465 4.915  0.000
H8 -0.554 -1.417 2.338  0.000
H9 3.055 -0.944 2.002  0.000
H10 2.655 -4.073 0.025  0.000
H11 4.380 -4.969 -1.467  0.000
H12 6.378 -3.619 -2.024  0.000
H13 6.638 -1.354 -1.037  0.000
H14 4.922 -0.466 0.466  0.000
S1 -1.210 4.090 2.812  0.014
C17 -1.854 3.671 1.324  0.000
N3 -1.439 2.688 0.520  -0.002
C18 -2.079 2.694 -0.720  -0.001
C19 -1.784 1.869 -1.800  0.000
C20 -2.518 1.998 -2.966  0.000
C21 -3.529 2.952 -3.075  0.001
C22 -3.807 3.801 -2.019  0.000
C23 -3.072 3.669 -0.849  0.000
S2 -3.151 4.609 0.611  -0.001
H15 -1.007 1.118 -1.718  0.000
H16 -2.308 1.345 -3.804  0.000
H17 -4.095 3.034 -3.993  0.000
H18 -4.578 4.555 -2.102  0.000
C24 -4.148 -6.017 -2.811  0.000
C25 -5.520 -5.859 -3.414  0.001
O3 -6.016 -6.673 -4.145  0.000
S3 -6.500 -4.407 -3.021  0.001
C26 -5.369 -3.346 -2.160  0.006
C27 -5.536 -3.124 -0.797  -0.001
C28 -4.675 -2.282 -0.113  0.010
C29 -3.627 -1.648 -0.784  0.016
C30 -3.477 -1.860 -2.159  0.010
C31 -4.344 -2.695 -2.839  -0.001
C32 -2.710 -0.802 -0.090  0.107
C33 -1.872 -0.116 0.458  -0.013
H19 -3.934 -7.082 -2.759  0.000
H20 -4.070 -5.557 -1.829  0.000
H21 -3.412 -5.546 -3.464  0.000
H22 -6.337 -3.625 -0.269  0.000
H23 -4.803 -2.114 0.947  0.001
H24 -2.677 -1.355 -2.684  0.001
H25 -4.234 -2.838 -3.907  0.000
C34 1.876 1.140 -3.977  0.000
C35 2.657 2.304 -3.387  0.000
N4 3.960 1.907 -2.871  0.000
C36 4.989 1.542 -3.847  0.000
C37 5.198 0.037 -3.954  0.000
C38 4.339 1.884 -1.573  0.000
O4 5.479 1.602 -1.238  0.000
C39 3.359 2.262 -0.490  0.002
C40 3.706 3.306 0.356  -0.002
C41 2.881 3.621 1.418  0.002
C42 1.727 2.888 1.604  0.003
N5 1.389 1.872 0.801  0.032
C43 2.195 1.553 -0.221  0.005
H26 0.890 1.477 -4.290  0.000
H27 1.751 0.340 -3.245  0.000
H28 2.385 0.722 -4.846  0.000
H29 2.088 2.788 -2.595  0.000
H30 2.824 3.060 -4.159  0.000
H31 5.921 2.017 -3.543  0.000
H32 4.685 1.966 -4.805  0.000
H33 5.472 -0.371 -2.981  0.000
H34 6.005 -0.180 -4.654  0.000
H35 4.298 -0.470 -4.303  0.000
H36 4.629 3.846 0.185  0.000
H37 3.111 4.433 2.093  0.000
H38 1.012 3.160 2.374  0.002
H39 1.904 0.700 -0.824  0.001

Record 3
Entry from OMol25: a molecular structure, C43H39Cl3N2O2P2Pt in a non-equilibrium geometry (ωB97M-V with the def2-TZVPD basis set).

Properties
orbital gap = 6.15 eV
energy above the lowest of the compared OMol25 structures with the same formula, charge and spin = 0.000 eV
net charge = +2
LUMO energy = -0.24370 Ha
total energy = -4104.0706 Eh

Each line ends with the Löwdin charge.
Atoms and positions in Å:
Pt1 0.072 0.275 0.544  0.753
C1 0.654 2.975 3.054  -0.265
C2 -0.200 1.862 3.664  -0.302
P1 0.196 0.305 2.832  0.908
C3 1.842 -0.090 3.431  -0.363
C4 2.086 -0.168 4.806  -0.088
C5 3.367 -0.418 5.263  -0.048
C6 4.410 -0.584 4.355  -0.047
C7 4.171 -0.499 2.994  -0.055
C8 2.886 -0.254 2.526  -0.093
C9 -1.016 -0.861 3.489  -0.341
C10 -0.672 -1.944 4.290  -0.077
C11 -1.667 -2.746 4.835  -0.067
C12 -3.001 -2.480 4.571  -0.063
C13 -3.351 -1.410 3.752  -0.069
C14 -2.363 -0.605 3.216  -0.115
C15 -0.106 3.566 1.882  -0.285
P2 -0.137 2.483 0.414  0.918
C16 1.075 3.267 -0.680  -0.341
C17 2.382 2.844 -0.879  -0.075
C18 3.247 3.609 -1.652  -0.052
C19 2.822 4.799 -2.215  -0.047
C20 1.523 5.242 -1.996  -0.048
C21 0.652 4.486 -1.235  -0.093
C22 -1.708 2.733 -0.422  -0.386
C23 -1.739 2.581 -1.811  -0.099
C24 -2.894 2.862 -2.517  -0.052
C25 -4.028 3.299 -1.844  -0.060
C26 -4.016 3.415 -0.461  -0.074
C27 -2.862 3.127 0.252  -0.092
H1 1.617 2.579 2.713  0.102
H2 0.895 3.744 3.787  0.128
H3 -1.265 2.051 3.519  0.089
H4 -0.047 1.747 4.738  0.104
H5 1.283 -0.050 5.524  0.113
H6 3.559 -0.479 6.325  0.118
H7 5.411 -0.773 4.717  0.118
H8 4.986 -0.619 2.292  0.115
H9 2.702 -0.162 1.461  0.068
H10 0.366 -2.152 4.510  0.104
H11 -1.397 -3.574 5.477  0.120
H12 -3.773 -3.100 5.006  0.120
H13 -4.391 -1.201 3.545  0.090
H14 -2.643 0.225 2.576  0.072
H15 0.340 4.497 1.525  0.108
H16 -1.128 3.798 2.177  0.081
H17 2.723 1.933 -0.423  0.079
H18 4.262 3.268 -1.805  0.114
H19 3.498 5.390 -2.816  0.118
H20 1.187 6.178 -2.422  0.118
H21 -0.356 4.850 -1.080  0.115
H22 -0.846 2.281 -2.347  0.117
H23 -2.905 2.764 -3.594  0.119
H24 -4.924 3.547 -2.395  0.119
H25 -4.902 3.746 0.063  0.116
H26 -2.880 3.230 1.329  0.100
C28 -2.341 -4.631 1.599  -0.033
O1 -1.582 -3.716 0.796  -0.103
C29 -0.245 -3.695 1.022  -0.230
C30 0.360 -4.324 2.098  -0.015
C31 1.741 -4.364 2.193  -0.045
C32 2.532 -3.798 1.211  -0.060
C33 1.948 -3.165 0.129  0.004
C34 0.557 -3.093 0.027  -0.152
N1 -0.144 -2.705 -1.139  0.117
C35 0.238 -2.229 -2.308  0.009
C36 1.390 -1.527 -2.705  -0.141
C37 1.772 -1.778 -4.062  -0.027
C38 2.977 -1.382 -4.551  -0.063
C39 3.849 -0.678 -3.689  -0.034
C40 3.477 -0.332 -2.421  -0.004
C41 2.195 -0.666 -1.900  -0.376
O2 1.822 -0.113 -0.797  -0.235
H27 -3.332 -4.661 1.163  0.077
H28 -2.400 -4.268 2.630  0.079
H29 -1.893 -5.624 1.567  0.110
H30 -0.243 -4.815 2.842  0.111
H31 2.202 -4.869 3.033  0.121
H32 3.608 -3.863 1.270  0.118
H33 2.577 -2.803 -0.658  0.112
H34 -1.083 -3.090 -1.118  0.149
H35 -0.478 -2.465 -3.089  0.151
H36 1.100 -2.359 -4.684  0.121
H37 3.273 -1.614 -5.563  0.114
H38 4.823 -0.378 -4.055  0.120
H39 4.132 0.255 -1.790  0.117
Cl1 -5.079 -2.325 0.322  0.677
C42 -4.714 -0.651 -0.085  -1.602
Cl2 -5.378 -0.241 -1.656  0.685
Cl3 -5.341 0.420 1.178  0.671
C43 -3.240 -0.504 -0.129  -0.331
N2 -2.099 -0.395 -0.163  0.143

Number 1: M 1239.2 g mol⁻¹. Number 2: M 967.0 g mol⁻¹. Number 3: M 979.2 g mol⁻¹.